Density functional theory data (the ωB97M-V functional and the def2-TZVPD basis) for a cluster of 9 separate species, C72H150N6O6 in total in a non-equilibrium geometry.

Values from the calculation:
- Energy above the lowest of the compared OMol25 structures with the same formula, charge and spin: 63.05 kcal per mole
- 2S+1: 7
- HOMO-LUMO gap (alpha / beta): 9.5 / 9.3 eV

Positions of all 234 atoms, in Å:
C  1.6755  -0.1487  -5.6078
C  1.8781  1.1394  -6.5118
C  3.3415  1.5447  -6.7410
C  3.4914  2.9272  -7.4192
C  4.9183  3.3826  -7.5378
C  4.9629  4.8651  -8.1477
H  0.6360  -0.3954  -5.3920
H  2.1465  -0.0019  -4.6359
H  2.1344  -1.0055  -6.1010
H  1.2944  1.2059  -7.4299
H  1.4957  2.0086  -5.9767
H  3.8978  0.7332  -7.2101
H  3.8245  1.6160  -5.7664
H  2.9108  2.9867  -8.3398
H  3.0468  3.6596  -6.7453
H  5.4845  3.4039  -6.6066
H  5.5013  2.7460  -8.2033
H  4.4114  4.9366  -9.0851
H  4.4819  5.5580  -7.4572
H  5.9150  5.3586  -8.3430
C  0.4523  -3.1935  -0.4385
C  -0.0471  -1.9256  0.2811
C  -0.2729  -0.6899  -0.6556
C  0.9272  -0.3105  -1.5064
C  2.0832  0.2800  -0.5863
C  3.3554  0.6049  -1.3458
H  0.7808  -3.8678  0.3524
H  1.2917  -3.0884  -1.1258
H  -0.2963  -3.6269  -1.1018
H  -0.9634  -2.1003  0.8451
H  0.7941  -1.6657  0.9237
H  -0.5130  0.1817  -0.0467
H  -1.1894  -0.9913  -1.1629
H  1.2956  -1.1200  -2.1367
H  0.6458  0.3860  -2.2961
H  1.6485  1.2172  -0.2389
H  2.3354  -0.4555  0.1776
H  3.1049  1.1231  -2.2715
H  4.0054  1.1716  -0.6792
H  3.8618  -0.3239  -1.6085
C  -0.8337  -7.8701  0.7839
C  -2.2861  -7.4293  0.5488
C  -2.3863  -5.9491  0.1995
C  -3.8029  -5.5484  -0.3706
C  -3.9909  -4.1042  -0.6054
C  -5.2870  -3.6188  -1.3067
H  -0.3848  -7.3642  1.6387
H  -0.1844  -7.4971  -0.0081
H  -0.7134  -8.9523  0.8341
H  -2.6161  -7.9845  -0.3292
H  -3.0181  -7.6817  1.3159
H  -1.5557  -5.7262  -0.4702
H  -2.2023  -5.3937  1.1192
H  -3.8560  -6.0902  -1.3149
H  -4.4852  -5.9353  0.3863
H  -3.8443  -3.6056  0.3528
H  -3.1270  -3.7494  -1.1674
H  -6.1062  -3.9907  -0.6913
H  -5.3287  -2.5322  -1.2315
H  -5.3426  -3.8649  -2.3671
C  -2.6797  4.0641  1.5005
C  -1.4062  3.6846  2.2763
C  -0.2941  3.5850  1.2277
C  1.1257  3.6076  1.6874
C  1.3106  4.8164  2.5497
C  0.3180  4.8791  3.7430
N  -1.1234  4.7640  3.2810
O  -2.1126  4.8717  4.3709
C  0.7825  3.8848  4.8355
C  0.5996  6.2928  4.2546
C  -1.6214  2.2907  2.8822
H  -3.5822  4.0321  2.1109
H  -2.9346  3.3538  0.7140
H  -2.5656  5.0777  1.1162
H  -0.4807  2.7325  0.5747
H  -0.4411  4.5036  0.6598
H  1.7545  3.7123  0.8032
H  1.2031  2.6496  2.2015
H  1.3240  5.6663  1.8674
H  2.2980  4.8779  3.0074
H  0.2715  4.1504  5.7609
H  0.4399  2.8512  4.7866
H  1.8518  3.8627  5.0458
H  0.4803  7.0774  3.5075
H  -0.0795  6.5496  5.0676
H  1.6008  6.4330  4.6623
H  -1.4657  1.5308  2.1164
H  -2.4962  2.1367  3.5139
H  -0.7529  1.9520  3.4472
C  -4.0598  -0.5039  -3.2548
C  -5.0475  0.4975  -2.5253
C  -6.3813  -0.1163  -2.8982
C  -7.5446  0.6852  -2.1856
C  -7.3441  0.5856  -0.7302
C  -5.9734  1.1415  -0.2432
N  -4.9225  0.4701  -1.0513
O  -3.5981  0.7625  -0.5590
C  -6.0512  2.6944  -0.2247
C  -5.8835  0.6055  1.2267
C  -4.8247  1.8579  -3.2521
H  -4.2394  -1.5268  -2.9237
H  -3.0075  -0.3241  -3.0347
H  -4.2113  -0.4203  -4.3310
H  -6.5613  -0.1295  -3.9732
H  -6.4413  -1.1841  -2.6877
H  -8.5161  0.2988  -2.4938
H  -7.5109  1.7146  -2.5425
H  -7.6223  -0.4099  -0.3843
H  -8.0873  1.2430  -0.2792
H  -6.8991  2.8644  0.4389
H  -5.1824  3.0271  0.3433
H  -6.0777  3.1499  -1.2146
H  -4.9779  0.9818  1.7025
H  -6.7561  0.8798  1.8195
H  -5.8673  -0.4841  1.2052
H  -4.1470  2.5301  -2.7258
H  -5.6612  2.5479  -3.3632
H  -4.4693  1.6861  -4.2681
C  -1.1393  2.2507  -3.6017
C  -0.7517  3.7514  -3.3944
C  0.7938  3.5607  -3.0457
C  1.4854  4.9210  -3.0168
C  1.3682  5.5657  -4.3570
C  -0.0663  5.7759  -4.7986
N  -0.9116  4.6064  -4.6102
O  -2.2953  4.6451  -5.1133
C  -0.5091  7.0391  -4.0326
C  0.0438  6.1509  -6.3032
C  -1.5384  4.1618  -2.1410
H  -0.4408  1.6751  -4.2091
H  -2.0631  2.0482  -4.1436
H  -1.4167  1.7428  -2.6780
H  0.9210  3.3677  -1.9805
H  1.3276  2.8736  -3.7021
H  2.5481  4.8490  -2.7851
H  1.0025  5.5457  -2.2654
H  1.8548  4.9481  -5.1119
H  1.8309  6.5511  -4.4112
H  -0.6018  6.8019  -2.9727
H  0.0513  7.9629  -4.1766
H  -1.5049  7.3446  -4.3535
H  -0.9009  6.4946  -6.7244
H  0.7412  6.9702  -6.4776
H  0.3007  5.2539  -6.8666
H  -2.5323  4.4413  -2.4904
H  -1.0421  4.9331  -1.5520
H  -1.6936  3.4358  -1.3429
C  2.2406  -0.0400  5.0907
C  3.6008  -0.7437  5.0203
C  3.5723  -1.8842  3.9046
C  3.6104  -1.2603  2.4798
C  4.8727  -0.4223  2.3697
C  4.9965  0.6768  3.4606
N  4.8003  0.0774  4.8016
O  5.2044  0.9568  5.8816
C  6.4553  1.1623  3.3074
C  4.0668  1.8616  3.0915
C  3.6717  -1.6269  6.2437
H  1.4359  -0.7664  5.2044
H  2.1499  0.5004  4.1485
H  2.2590  0.7076  5.8837
H  4.4564  -2.5175  3.9783
H  2.7182  -2.5523  4.0157
H  2.7583  -0.5982  2.3259
H  3.4892  -2.0279  1.7154
H  4.7921  0.0303  1.3815
H  5.6925  -1.1369  2.4444
H  6.6918  1.5238  2.3067
H  6.6815  1.9450  4.0316
H  7.1209  0.3102  3.4452
H  3.1541  1.6248  2.5446
H  3.9026  2.5382  3.9301
H  4.6555  2.5147  2.4474
H  4.6233  -2.1370  6.3934
H  2.8431  -2.3340  6.2813
H  3.5058  -1.0202  7.1339
C  -2.8895  -2.9473  3.7407
C  -2.6854  -1.6725  4.5351
C  -3.7296  -0.6471  4.0074
C  -5.1900  -0.9938  4.4535
C  -5.2376  -1.1261  5.9826
C  -4.1343  -2.0666  6.6420
N  -2.7951  -1.7785  5.9784
O  -1.6800  -2.5698  6.5693
C  -4.0764  -1.6574  8.1166
C  -4.5739  -3.5455  6.5940
C  -1.2938  -1.1561  4.0665
H  -2.4217  -3.8307  4.1754
H  -2.4323  -2.8249  2.7588
H  -3.9313  -3.1543  3.4959
H  -3.3735  0.2830  4.4505
H  -3.6996  -0.4638  2.9333
H  -5.5980  -1.8940  3.9940
H  -5.7837  -0.1480  4.1065
H  -6.2376  -1.4221  6.2997
H  -5.2419  -0.1699  6.5058
H  -5.0534  -1.6712  8.5998
H  -3.4224  -2.2673  8.7398
H  -3.6753  -0.6560  8.2734
H  -5.0105  -3.7898  5.6256
H  -3.8167  -4.2546  6.9286
H  -5.3856  -3.6194  7.3178
H  -0.4924  -1.8207  4.3892
H  -1.0595  -0.2345  4.5993
H  -1.1607  -1.0092  2.9946
C  3.1910  -3.9292  -3.4846
C  4.3158  -4.5157  -2.6747
C  5.1213  -3.2155  -2.2183
C  6.1151  -3.5180  -1.1758
C  5.4045  -4.1079  0.0151
C  4.7381  -5.4093  -0.3190
N  3.8376  -5.2282  -1.4687
O  2.8947  -6.3577  -1.7430
C  5.7575  -6.6240  -0.3792
C  3.8667  -5.7602  0.9030
C  5.2301  -5.4206  -3.5873
H  2.4965  -4.6618  -3.8957
H  3.5653  -3.3748  -4.3452
H  2.6195  -3.2636  -2.8378
H  5.5649  -2.7292  -3.0871
H  4.3037  -2.5666  -1.9042
H  6.5495  -2.5758  -0.8417
H  6.9403  -4.0868  -1.6043
H  4.7504  -3.3143  0.3762
H  6.1331  -4.3548  0.7872
H  6.1270  -6.7849  0.6336
H  5.2048  -7.5302  -0.6268
H  6.5698  -6.5261  -1.0993
H  3.2380  -6.6502  0.9299
H  4.3226  -5.6240  1.8836
H  3.0961  -4.9939  0.9865
H  5.4986  -4.9898  -4.5519
H  4.7669  -6.3959  -3.7368
H  6.1237  -5.6662  -3.0135

These are the Löwdin partial charges, in e, on atoms 1 to 99:
1. C -0.09
2. C -0.24
3. C -0.23
4. C -0.24
5. C -0.25
6. C -0.10
7. H 0.06
8. H 0.05
9. H 0.06
10. H 0.10
11. H 0.07
12. H 0.11
13. H 0.10
14. H 0.12
15. H 0.09
16. H 0.10
17. H 0.10
18. H 0.06
19. H 0.05
20. H 0.06
21. C -0.09
22. C -0.23
23. C -0.20
24. C -0.19
25. C -0.22
26. C -0.10
27. H 0.07
28. H 0.04
29. H 0.07
30. H 0.09
31. H 0.08
32. H 0.09
33. H 0.10
34. H 0.09
35. H 0.08
36. H 0.09
37. H 0.07
38. H 0.06
39. H 0.06
40. H 0.06
41. C -0.11
42. C -0.28
43. C -0.22
44. C -0.22
45. C -0.29
46. C -0.09
47. H 0.07
48. H 0.06
49. H 0.07
50. H 0.10
51. H 0.11
52. H 0.10
53. H 0.10
54. H 0.12
55. H 0.11
56. H 0.10
57. H 0.10
58. H 0.07
59. H 0.03
60. H 0.08
61. C -0.04
62. C -0.47
63. C -0.17
64. C -0.20
65. C -0.15
66. C -0.46
67. N 0.00
68. O -0.03
69. C -0.02
70. C -0.06
71. C -0.02
72. H 0.08
73. H 0.06
74. H 0.09
75. H 0.11
76. H 0.11
77. H 0.12
78. H 0.10
79. H 0.12
80. H 0.12
81. H 0.08
82. H 0.06
83. H 0.09
84. H 0.08
85. H 0.08
86. H 0.09
87. H 0.08
88. H 0.08
89. H 0.05
90. C -0.02
91. C -0.46
92. C -0.14
93. C -0.17
94. C -0.18
95. C -0.47
96. N -0.02
97. O -0.04
98. C 0.01
99. C -0.04